{
  "formula": "C39H104O13",
  "method": "wB97M-V/def2-TZVPD",
  "molar_mass_g_mol": 781.248,
  "fmax_ha_per_bohr": 0.05309,
  "e_homo_ev": -9.6,
  "homo_lumo_gap_ev": 10.140,
  "species": ["H", "H", "C", "C", "H", "C", "H", "O", "H", "H", "C", "C", "H", "H", "C", "H", "C", "H", "H", "H", "O", "H", "H", "H", "H", "H", "H", "H", "C", "H", "C", "H", "C", "O", "H", "H", "H", "H", "H", "C", "H", "H", "H", "O", "H", "H", "C", "H", "C", "H", "C", "C", "H", "H", "H", "O", "H", "H", "C", "H", "H", "O", "C", "H", "H", "H", "H", "H", "H", "H", "O", "H", "H", "H", "H", "H", "H", "H", "H", "H", "H", "H", "H", "H", "H", "C", "O", "C", "C", "H", "C", "C", "H", "H", "H", "H", "H", "H", "C", "C", "H", "C", "H", "H", "O", "H", "H", "H", "H", "C", "C", "H", "H", "C", "H", "C", "H", "H", "C", "H", "H", "C", "H", "H", "C", "C", "O", "O", "O", "H", "H", "H", "H", "H", "H", "H", "C", "C", "H", "C", "H", "H", "H", "C", "H", "H", "H", "C", "H", "H", "C", "H", "H", "H", "O", "H"],
  "positions_angstrom": [[1.3938, -4.7007, 1.0555], [-4.2276, -5.0566, 2.1845], [-2.6789, 2.9584, 3.6536], [-6.7410, 0.7385, -4.6715], [-6.0163, 1.0171, -5.4640], [-2.9932, -0.5550, -0.4793], [-3.0882, 3.0749, 4.6321], [4.3532, -1.6280, 1.8864], [-0.7994, 4.2820, -1.6417], [3.4307, 3.6590, 4.1410], [1.7463, 0.7733, 1.5595], [2.7642, 3.9009, 3.3661], [3.1527, -6.9662, -1.4060], [6.1857, 2.0736, 1.7093], [1.5292, -0.5610, 0.8325], [3.0794, 3.5428, 2.3643], [3.5096, 6.2914, 2.8111], [-0.9899, 3.9490, -3.9299], [2.0212, -1.3785, 1.3281], [-2.7255, -1.6605, -3.1818], [-4.7538, -0.0437, -3.5396], [-1.6786, 1.0442, -1.1452], [-6.5345, -0.8021, -3.1548], [-1.2988, 1.7639, -3.3014], [-0.6554, 4.5787, 0.1749], [3.5039, -5.3426, -2.0138], [0.1898, -1.7203, 3.7071], [5.1909, 4.0646, 1.0417], [-3.4920, 1.9839, -0.6220], [2.2295, -1.4816, -0.9755], [-6.0124, -0.4225, -4.0602], [5.3926, -2.5739, 3.3826], [-1.9432, -2.1400, -3.7987], [-1.5752, -5.6933, 1.2241], [-2.2732, -1.2452, -0.0421], [-6.9228, 1.5935, -3.9406], [5.0327, 2.9276, -2.2073], [-2.3804, 1.4814, 1.5037], [-4.3773, -3.9459, 0.8266], [4.6935, -0.6036, 4.1456], [-2.2849, 0.3118, -5.0421], [-0.7161, 3.4153, 4.3756], [-0.4084, -0.1331, 0.7093], [-1.7746, -1.3183, -4.9742], [6.6986, 2.7359, -0.4228], [-2.6652, -2.4259, 3.8817], [-0.4959, -3.6125, 4.6084], [1.3231, 1.6062, 0.9890], [-3.0492, 4.1546, 2.8209], [0.3389, 0.7034, -4.9267], [-5.9299, -1.5543, -4.9998], [-1.4395, 1.9442, -4.3710], [5.5723, 1.3266, -2.0422], [-0.6431, -2.8758, -2.2323], [1.1688, 5.1511, 1.9010], [-2.5290, 1.2584, -4.8578], [4.5998, 1.3561, 1.1169], [1.5527, 2.2460, -1.8213], [-0.2469, 3.9392, -0.7104], [-0.7566, 2.5831, 2.8060], [2.6774, 3.6004, -2.4849], [-0.6008, -3.0164, 2.3181], [-2.5350, -4.4790, -0.6750], [-0.4504, -2.3189, 1.6573], [-4.1938, 0.4940, -4.1484], [1.8901, 3.3052, 3.6631], [-1.0699, -4.9418, 1.6057], [-0.9639, -1.4839, -5.4408], [1.1221, -5.6467, -0.4708], [-2.2702, -3.4471, -0.4476], [-1.7565, 1.1509, 0.8196], [-3.9214, -0.5286, 0.1139], [3.8562, 0.1157, 3.8937], [3.9510, 1.7615, -1.4503], [3.3187, 6.3806, 1.7127], [0.4782, -4.0307, 4.5918], [3.1734, -0.0807, -0.5005], [-3.3342, -6.2199, 0.3453], [1.3339, 5.1657, -1.1397], [-3.9227, 1.8210, -1.6241], [2.8560, -3.3929, 3.1880], [1.6025, 0.1402, -1.2128], [4.0818, -2.4534, 1.5310], [-2.7741, 3.6949, -3.9122], [-0.7007, -3.1869, 5.5478], [-1.7730, 3.4439, -4.4625], [3.9715, -4.4322, 0.7068], [-0.0850, 1.6883, -5.0851], [5.6450, 1.6091, 0.8532], [-7.7029, 0.3294, -5.0901], [3.1892, -5.4803, 0.1860], [1.6435, 3.2960, -2.1192], [-3.0354, -3.5755, -4.9928], [-2.9576, 2.8970, -0.6397], [4.7796, -0.8242, 5.2154], [-2.2666, 5.0151, 2.9544], [3.2793, -6.4053, 0.8513], [-1.8398, -1.2539, 4.8985], [-0.6148, -2.4435, 3.6294], [5.6077, 2.5799, -0.2529], [-1.7563, 3.8253, -5.4760], [3.2309, -2.6105, 3.8054], [-2.3791, -4.2921, -3.5708], [4.8313, -6.3001, -1.0831], [1.2154, 5.7086, 2.7492], [-3.3126, -4.4763, -1.3575], [-2.0791, -1.0476, 3.0631], [-0.4726, 2.8566, -0.5416], [-6.8695, -1.7691, -5.5767], [1.7809, -4.9819, 0.0550], [2.1849, -0.5208, -0.5541], [2.7833, 0.8563, 1.7503], [3.3338, -2.9054, 4.8474], [1.2187, 4.1273, -0.9326], [-1.3252, -3.8411, -4.8586], [-2.4662, 0.8963, -0.3780], [-1.2184, -4.4147, 4.3721], [-0.6953, -1.1125, -2.3632], [-1.8909, -1.7060, 3.9148], [0.8990, 3.5696, -2.8863], [-4.3900, 2.0931, 0.0177], [-1.2582, 2.6466, 3.7638], [-4.0431, 4.4304, 3.1707], [0.1692, -1.9660, -3.5642], [-2.7684, -5.2810, 0.6013], [-2.2289, -3.5403, -4.2998], [0.1438, -0.9629, 0.6804], [-3.3835, 1.8186, 3.0174], [1.9907, 3.9191, 0.2321], [1.2760, 0.7435, 2.5909], [3.3981, 7.3465, 3.1526], [-5.6477, -2.4644, -4.5009], [-3.3109, -0.9084, -1.5094], [-0.1161, 1.8423, -6.1286], [1.8308, -3.9718, -0.4587], [0.6881, 2.2599, -4.6467], [4.9740, 2.0668, -1.5437], [3.7223, -6.0442, -1.1698], [-1.1641, 1.6798, 4.3005], [2.4764, 5.4093, 3.4170], [6.1849, 0.6787, 0.6085], [2.3251, 5.6334, 4.4630], [-5.2408, -1.3461, -5.7522], [-3.6582, -4.4363, 1.4947], [2.9206, 3.9343, -0.0043], [4.8834, -4.6808, 0.8056], [2.4746, -1.7835, 3.8324], [-0.6997, -2.0460, -2.9527], [4.4714, 5.8736, 2.9965], [-2.9619, 3.8933, 1.7243], [4.5132, -1.8954, 3.2985], [-3.4016, 1.0486, 3.6123], [5.5991, 0.0017, 3.9540], [-3.1962, -3.5640, 2.0056], [4.8929, 3.7687, 0.1565], [-1.7231, -4.8953, -1.2407]],
  "forces_ev_per_a": [[-0.091, -0.499, -0.473], [0.118, 0.144, 0.310], [-1.233, -0.771, -0.964], [-0.344, 0.418, 0.080], [-0.908, 0.554, -0.021], [-0.989, 0.559, -0.161], [-0.424, 0.094, 0.846], [0.629, 1.657, 1.473], [0.589, -0.428, 1.138], [1.600, -0.338, 0.737], [-2.048, -1.204, 1.048], [-0.983, 0.172, -1.033], [0.444, 0.361, 0.226], [-0.522, -0.391, -0.251], [0.054, 0.117, -0.969], [0.015, 0.221, 0.671], [-0.514, 1.303, -1.126], [0.371, 0.558, 0.328], [0.013, -0.188, 0.711], [-0.169, -0.465, -0.962], [0.865, 0.270, -0.078], [-0.403, -0.162, 0.005], [0.013, 0.392, -0.373], [0.078, -0.367, 0.205], [0.729, -1.214, -1.407], [0.553, -0.365, 0.655], [0.580, -0.069, 0.178], [-0.134, -0.393, -0.732], [-1.189, -0.815, -1.046], [0.084, -1.317, -0.657], [-0.814, 0.163, 2.159], [-0.347, 0.458, 0.294], [0.159, 0.229, 0.079], [0.657, -0.066, 0.260], [-0.065, -0.039, -0.041], [0.271, -1.116, -1.065], [-0.379, 0.087, -0.314], [0.213, -0.432, -0.059], [-0.247, -0.212, 0.138], [0.006, 0.791, -1.155], [-0.045, 0.666, 0.350], [-0.484, -0.551, -0.520], [0.333, -0.850, 0.118], [-1.231, 0.680, 0.283], [-0.647, 0.882, -0.471], [-1.119, -0.740, 0.258], [-0.396, 0.356, -1.370], [0.306, -0.001, 0.166], [1.809, 1.141, -0.691], [-0.481, -0.711, 0.051], [-1.552, -1.334, -0.769], [1.072, 1.689, 0.075], [0.250, -0.655, 0.163], [0.200, 0.218, -0.304], [0.434, 1.045, 1.706], [-0.703, -1.601, -0.989], [0.650, -0.074, 0.272], [0.250, 0.042, -0.460], [-1.824, 0.260, 0.974], [0.084, -0.105, -0.279], [-1.240, -0.719, 0.447], [-0.137, -0.185, 0.193], [1.978, -0.093, 0.957], [0.175, 0.280, -0.055], [-0.601, -0.334, 0.266], [-0.219, 0.413, -0.360], [-0.715, -0.129, -0.345], [0.653, -0.472, -0.034], [-0.292, -0.305, -0.076], [0.017, 0.100, 0.114], [-0.143, -0.127, 0.759], [0.217, -0.536, 0.039], [0.592, -0.941, 0.627], [-0.460, -0.227, 0.225], [0.346, -0.465, 0.694], [0.997, -0.444, 0.055], [0.341, -0.173, 0.132], [0.657, 0.727, 0.244], [0.218, 1.111, -0.739], [0.216, 0.092, 0.132], [-0.024, -0.735, -0.498], [-0.018, -0.220, 0.048], [-0.442, -1.326, -0.919], [1.718, -0.531, -1.195], [-0.207, 0.080, 1.591], [-1.370, -0.180, 1.254], [-0.384, 0.899, 0.159], [-0.855, -1.073, 1.078], [-0.564, -0.966, 1.471], [0.875, 0.881, 0.225], [0.697, -2.560, -0.641], [0.629, 0.936, -0.351], [-0.791, 0.193, -0.512], [0.370, 1.210, 0.018], [-0.563, -0.122, -0.208], [-1.597, -1.433, 0.092], [-0.436, 1.247, -0.251], [-0.164, 0.466, -0.017], [-0.024, -1.115, -0.365], [0.904, -0.172, -0.484], [-0.324, -0.074, -0.276], [0.081, 2.470, 0.646], [-0.197, -0.530, 1.083], [-1.422, 0.381, -0.320], [-0.054, -1.249, -1.004], [-2.111, 0.037, -0.997], [-0.036, 0.599, 0.401], [-0.057, 0.859, 0.066], [0.486, 0.288, 0.853], [0.257, 2.273, 0.777], [-0.684, 1.783, 0.532], [1.104, 0.422, -0.095], [0.131, -0.363, 0.001], [0.200, 0.570, -0.135], [-0.220, -0.054, 0.079], [0.333, -0.254, -1.136], [0.158, 0.527, 0.037], [-0.145, -0.302, -0.116], [0.282, 0.162, -0.975], [0.552, -0.518, -0.043], [0.771, -0.488, 0.282], [2.008, -0.196, 1.235], [-0.020, 0.477, -0.749], [0.916, -0.466, -0.523], [-0.583, 0.196, -0.223], [1.254, 0.373, -0.564], [-0.050, 1.451, 0.229], [0.120, 0.327, 0.364], [-0.727, -0.604, 0.592], [0.209, 0.076, -1.093], [0.357, -0.811, 0.103], [0.266, -0.420, 0.196], [0.564, 0.811, 1.143], [-0.227, 0.425, -1.246], [-0.105, -1.161, 0.119], [0.627, 1.258, 0.364], [0.795, 1.585, 0.087], [0.249, 0.325, -0.013], [0.240, 0.390, -0.324], [-1.794, -0.992, -0.867], [-0.274, 0.364, -0.057], [-0.199, 0.369, 0.324], [1.568, 0.336, -1.349], [-0.838, 0.648, -0.016], [0.598, -0.023, -0.009], [0.522, -0.408, -0.060], [0.243, -0.792, -0.156], [-0.322, 0.399, 1.268], [1.104, 0.134, 0.142], [-0.537, 0.255, 1.138], [-0.114, -0.569, 0.223], [0.172, 0.462, -0.185], [-0.125, -0.614, -0.420], [0.276, -0.920, -0.231], [0.467, 0.022, 0.061], [0.760, -0.349, -0.152]]
}